# C11H17HgN7S

A molecular structure, C11H17HgN7S (ωB97M-V with the def2-TZVPD basis set, the OMol25 dataset).

Calculated values
* energy above the lowest of the compared OMol25 structures with the same formula, charge and spin: 0.0 kcal/mol
* multiplicity: 2
* HOMO-LUMO gap (alpha / beta): 7.7 / 6.4 eV
* charge: +1
* LUMO level (alpha / beta): -0.092 / -0.144 Ha

```
37
Properties=species:S:1:pos:R:3:forces:R:3:mulliken_charge:R:1
Hg 0.1158 -0.1074 -1.0021 -0.66 0.21 -0.93 0.547
C 5.1039 -1.0484 -0.8357 0.80 -0.56 -0.56 -1.335
N 4.3795 -0.6939 0.3500 -1.10 -0.38 -0.52 0.108
C 5.0887 0.0358 1.3645 -0.13 1.07 0.49 -1.103
C 3.0235 -0.8064 0.3253 -0.57 -0.34 -0.98 0.638
N 2.2699 -0.9809 -0.7306 0.72 -0.11 1.12 -0.806
N 2.4460 -0.8617 1.5929 -0.42 0.47 0.85 -0.191
C 1.1490 -0.5192 2.0198 0.41 0.04 -0.57 0.561
N 0.9703 -0.6551 3.3476 1.02 -0.55 0.81 -0.367
N 0.2275 -0.0808 1.2327 -0.05 -0.17 0.87 -0.559
H 6.1139 -1.3894 -0.5596 -0.32 0.26 -0.03 0.439
H 5.1972 -0.2114 -1.5293 0.01 0.03 -0.11 0.370
H 4.6465 -1.9033 -1.3438 -0.08 0.24 0.10 0.469
H 6.0150 0.4352 0.9225 -0.41 -0.09 0.26 0.437
H 5.3573 -0.6188 2.1862 0.21 0.01 0.37 0.317
H 4.4701 0.8947 1.7347 0.65 -0.70 -0.23 0.377
H 2.7309 -0.9165 -1.6240 0.44 0.11 0.06 0.271
H 3.1081 -1.0277 2.3483 -0.33 0.10 -0.41 0.244
H 1.6971 -1.0840 3.9183 -0.52 0.25 -0.24 0.178
H 0.0863 -0.4987 3.7970 -0.06 0.06 -0.19 0.212
H -0.6341 0.0890 1.7479 0.13 0.09 -0.21 0.103
N -3.1753 -2.3565 0.1590 0.34 -0.79 0.34 -0.405
C -3.5852 -1.2378 -0.4529 0.88 1.15 -0.60 0.462
N -2.7389 -0.4200 -1.0790 -0.60 -1.70 1.08 -0.373
C -3.3926 0.7087 -1.4940 -1.98 -0.06 0.12 0.196
C -2.8483 1.8449 -2.0883 -0.53 0.17 0.44 -0.631
C -3.6776 2.9601 -2.1905 0.05 0.88 -0.41 -0.368
C -5.0559 2.9457 -1.9196 0.81 -0.90 0.22 -0.683
C -5.6230 1.7744 -1.4444 0.62 -0.81 0.48 -0.355
C -4.7947 0.6704 -1.1825 0.27 2.07 -0.88 0.690
S -5.2970 -0.7652 -0.3635 1.49 -0.21 -0.31 -0.232
H -2.1945 -2.6416 0.0553 -1.02 0.11 0.23 0.205
H -3.8291 -2.8365 0.7729 0.69 -0.03 -0.40 0.216
H -1.8037 1.8571 -2.3890 -0.14 0.13 0.16 0.290
H -3.2558 3.9390 -2.4632 -0.05 -0.65 -0.18 0.314
H -5.6400 3.8350 -2.0365 -0.19 0.28 -0.07 0.403
H -6.6509 1.6711 -1.1466 -0.39 0.35 -0.17 0.357
```
Positions in Å, forces in eV/Å.

***

# C11H17N2

2 unconnected molecules or ions with the total composition C11H17N2 (ωB97M-V with the def2-TZVPD basis set, the OMol25 dataset).

Calculated values
* energy above the lowest of the compared OMol25 structures with the same formula, charge and spin: 0.0 kcal/mol
* multiplicity: 2
* HOMO-LUMO gap (alpha / beta): 4.2 / 8.7 eV
* LUMO level (alpha / beta): 0.033 / 0.021 Ha

```
30
Properties=species:S:1:pos:R:3:forces:R:3:mulliken_charge:R:1
C 3.4962 -0.9821 0.5984 0.24 -1.19 0.76 -1.388
C -0.1886 -1.2995 0.0624 0.61 1.03 1.73 -0.520
C 0.9244 -1.3340 0.9622 -0.13 -0.97 -1.46 0.645
C 2.1033 -1.2850 0.1316 0.36 0.67 0.19 1.062
C 1.6877 -1.1443 -1.1556 -0.34 0.17 0.24 -1.015
C -1.4703 -1.2366 0.6089 -1.19 -0.88 -0.43 -0.691
C -1.6359 -1.2866 1.9784 0.68 0.77 0.66 -0.421
C 0.7310 -1.4899 2.3236 -0.11 1.24 0.91 -0.486
C -0.5349 -1.2907 2.8488 -0.06 -1.09 -0.65 -0.599
N 0.3001 -1.0909 -1.1954 -0.58 -0.89 -0.18 0.254
H -0.2947 -0.6906 -1.9002 0.34 -0.31 -0.42 0.292
H -2.3837 -1.3784 0.0273 0.34 0.42 -0.26 0.385
H 2.2787 -1.1396 -2.0536 -0.01 0.36 -0.10 0.352
H -2.5982 -1.2290 2.4627 -0.35 -0.10 -0.40 0.414
H 1.5653 -1.5646 3.0060 0.21 -0.09 -0.06 0.357
H 3.4775 -0.5109 1.5846 -0.22 0.81 -0.41 0.353
H 4.0308 -0.4246 -0.1632 0.15 0.26 0.26 0.350
H -0.7193 -1.3052 3.9099 0.13 0.00 0.18 0.374
H 4.1073 -1.8453 0.8911 -0.15 -0.36 -0.64 0.314
C -1.0601 2.2786 -1.8011 0.64 -0.82 -1.09 -0.779
C -2.5340 1.9065 -1.8695 -0.31 0.29 -0.10 -1.086
N -0.4171 2.0379 -0.4586 -0.31 -0.09 -0.45 -1.301
H -0.4759 1.6748 -2.4988 -0.12 -0.22 0.02 -0.029
H -0.8386 3.2761 -2.1665 -0.16 0.33 0.59 0.607
H -2.7982 1.3980 -2.8012 0.29 -0.05 0.00 0.313
H -3.1822 2.7836 -1.8327 0.11 0.05 0.23 0.473
H -1.1658 1.7512 0.1927 0.26 0.43 0.54 0.446
H 0.2852 1.2666 -0.4538 -0.09 0.12 -0.32 -0.007
H 0.1276 2.9020 -0.1838 -0.11 0.30 0.54 1.054
H -2.8174 1.2527 -1.0548 -0.13 -0.18 0.11 0.277
```
Positions in Å, forces in eV/Å.

***

# C11H17N2O7S2

2 unconnected molecules or ions with the total composition C11H17N2O7S2 (ωB97M-V with the def2-TZVPD basis set, the OMol25 dataset).

Calculated values
* energy above the lowest of the compared OMol25 structures with the same formula, charge and spin: 111.2 kcal/mol
* HOMO-LUMO gap: 7.4 eV
* charge: -1
* LUMO level: 0.084 Ha

```
39
Properties=species:S:1:pos:R:3:forces:R:3:mulliken_charge:R:1
C -1.9391 3.8567 -0.4750 -4.87 -4.16 -2.90 -0.403
C -2.7284 3.0643 -1.1850 3.08 3.39 3.86 0.004
C -3.8547 2.0798 -1.8386 2.30 1.28 0.17 -0.539
S -4.3012 0.7544 -0.5606 -2.40 -1.53 3.77 0.978
O -4.2503 1.4678 0.7830 0.35 -1.35 -3.52 -0.600
O -5.6909 0.2162 -0.8604 3.49 1.83 -0.26 -0.631
N -3.1392 -0.4945 -0.7647 -0.85 0.43 1.57 -0.394
S -3.3167 -1.7524 0.3893 -6.92 -1.37 -1.28 1.107
O -4.3693 -1.4572 1.4650 3.86 -0.10 -1.90 -0.662
O -3.8445 -2.9771 -0.3854 2.88 2.74 1.73 -0.732
C -1.7316 -2.3090 1.1842 1.35 0.00 -0.25 -0.639
C -0.6028 -1.1763 1.3558 4.31 -0.21 2.33 0.261
O 0.5191 -1.5188 1.9102 -4.89 0.73 -2.45 -0.631
N -0.7514 0.2432 0.9650 0.38 -0.97 0.35 0.622
C 0.2605 0.6864 -0.0425 -0.69 -0.31 -1.00 -0.882
C -0.8722 1.1698 2.1358 -1.34 0.62 0.19 -0.771
H -1.5207 4.4996 0.3940 -0.80 -1.53 -2.31 0.294
H -3.4310 1.5509 -2.7673 -0.77 0.92 1.41 0.324
H -4.7552 2.7614 -2.0598 1.23 -1.52 0.45 0.298
H -1.3075 -3.1679 0.5180 -0.73 1.77 1.01 0.286
H -1.9760 -2.8172 2.2025 0.20 1.30 -1.78 0.308
H 1.3235 0.8165 0.3818 -1.68 -0.13 -0.58 0.281
H 0.2577 -0.0953 -0.9058 0.18 1.41 1.62 0.288
H -0.1624 1.6651 -0.5188 1.00 -1.66 0.99 0.088
H -2.0021 1.4678 2.1954 1.98 -0.52 0.18 0.168
H -0.3001 2.1622 1.9378 -0.70 -1.91 0.33 0.252
H -0.5355 0.6710 3.1157 -0.33 0.90 -1.40 0.296
O 2.5022 0.3651 -1.6039 1.48 -0.02 0.22 -0.563
C 3.5207 -0.1301 -1.1904 -1.25 0.38 -0.86 0.590
O 4.5876 0.5841 -0.7313 -0.35 0.04 -0.04 -0.356
C 5.6590 -0.3119 -0.4243 0.47 0.06 0.18 -0.450
C 5.0046 -1.6546 -0.2045 0.20 -0.65 0.34 -0.499
C 3.8224 -1.6015 -1.1458 0.12 -0.34 0.43 -0.343
H 6.3573 -0.3227 -1.2673 -0.03 0.02 0.02 0.266
H 6.1857 0.0365 0.4668 -0.12 0.18 -0.17 0.312
H 5.6754 -2.4961 -0.3901 0.01 0.13 0.03 0.311
H 4.6480 -1.7286 0.8284 0.06 0.01 -0.12 0.262
H 4.0858 -1.9422 -2.1503 -0.16 0.03 0.01 0.274
H 2.9736 -2.1653 -0.7569 -0.07 0.15 -0.34 0.226
```
Positions in Å, forces in eV/Å.

***

# C11H17N2Si

2 unconnected molecules or ions with the total composition C11H17N2Si (ωB97M-V with the def2-TZVPD basis set, the OMol25 dataset).

Calculated values
* HOMO-LUMO gap: 5.9 eV
* charge: +1
* LUMO level: -0.198 Ha

```
31
Properties=species:S:1:pos:R:3:forces:R:3:mulliken_charge:R:1
C 1.3409 0.0102 0.9438 0.24 -0.10 -1.03 -0.222
C 0.7319 1.2523 0.7804 0.00 0.39 0.26 -0.137
C -0.6239 1.5568 0.6752 0.05 0.37 -0.08 -0.304
C -1.7189 0.6991 0.6637 -0.32 -0.09 0.11 -0.227
C -1.7157 -0.6932 0.6621 -0.37 0.11 0.12 -0.251
C -0.6176 -1.5454 0.6699 0.08 -0.40 -0.06 -0.259
C 0.7381 -1.2357 0.7675 -0.05 -0.29 0.22 -0.021
H 2.4303 0.0140 1.0603 -0.57 0.07 -0.14 0.296
H 1.4026 2.1178 0.7491 -0.17 -0.34 0.15 0.349
H -0.8671 2.6241 0.6036 0.15 -0.42 0.01 0.336
H -2.7074 1.1754 0.6431 0.44 -0.18 -0.05 0.334
H -2.7025 -1.1732 0.6416 0.45 0.18 -0.05 0.336
H -0.8571 -2.6138 0.5988 0.15 0.43 -0.01 0.331
H 1.4114 -2.0984 0.7152 -0.18 0.33 0.15 0.347
C 5.3525 -1.6474 2.2441 -0.20 -0.06 -0.08 -0.953
Si 5.0131 0.0231 3.0194 0.26 0.26 0.13 0.060
C 6.0036 0.1453 4.6120 -0.21 0.02 0.12 -0.985
C 5.4315 1.4724 1.9057 0.14 -0.04 -0.11 -0.963
C 3.1356 0.1422 3.2826 -0.20 0.96 1.84 -0.396
N 2.6774 1.0589 4.1877 -1.84 0.67 1.03 0.545
N 2.1748 1.8116 4.9102 2.21 -2.68 -2.79 -0.681
H 6.3972 -1.7258 1.9114 -0.27 0.07 0.08 0.323
H 5.1731 -2.4508 2.9726 0.04 0.18 -0.17 0.310
H 4.7059 -1.8266 1.3761 0.15 -0.06 0.04 0.288
H 7.0853 0.1418 4.4097 -0.30 0.02 -0.04 0.314
H 5.7716 1.0671 5.1623 0.08 -0.17 -0.08 0.316
H 5.7878 -0.7045 5.2744 0.04 0.19 -0.13 0.302
H 6.4841 1.4503 1.5888 -0.25 0.06 0.06 0.332
H 4.8017 1.4640 1.0057 0.16 0.03 0.11 0.300
H 5.2554 2.4229 2.4304 0.04 -0.22 -0.12 0.318
H 2.4739 -0.7380 3.1771 0.27 0.70 0.50 0.663
```
Positions in Å, forces in eV/Å.